Computed, not measured: a molecular structure, C37H40BCl5MgN8O3SSi2 in a non-equilibrium geometry, with ωB97M-V/def2-TZVPD.

ORCA input file:
```
! RIJCOSX wB97M-V def2-TZVPD def2/J DEFGRID3
* xyz -2 1
Cl 1.67 1.18 -4.70
Cl 1.07 -1.66 -5.08
Cl 7.29 -0.03 1.32
Cl 6.47 3.12 -0.93
Cl 5.59 -4.74 -0.55
S 7.62 0.83 -2.45
Si -2.07 -1.73 -0.88
Si -1.63 1.85 -0.82
Mg -1.79 0.03 1.10
O 3.68 1.74 -0.09
O 3.18 -1.05 -2.96
O 1.55 -0.33 -1.60
N -4.91 0.45 2.22
N -4.19 0.32 1.09
N -3.20 1.46 3.74
N -2.59 -1.39 2.79
N 0.27 -0.11 1.97
N -2.12 1.49 2.95
N -3.53 -1.04 3.69
N 2.36 0.49 2.30
C 3.62 1.20 2.20
C 2.01 -0.34 3.34
C -3.64 -2.85 -0.87
C 3.67 -1.30 0.10
C 3.94 -2.61 -0.26
C 5.95 -0.99 0.71
C 4.39 1.00 0.89
C -6.21 0.63 1.92
C 3.72 1.29 -1.44
C 0.72 -0.71 3.12
C 5.09 0.93 -1.94
C 6.25 1.62 -1.75
C -3.25 2.56 4.51
C -0.06 2.73 -1.50
C -2.30 -2.66 3.02
C -2.91 0.96 -4.72
C -2.50 1.57 -3.54
C 5.32 -0.27 -2.68
C -3.83 -2.08 4.48
C -3.09 -0.41 -4.75
C -2.15 3.35 4.20
C -0.81 -2.98 -1.61
C 2.04 -0.62 -2.70
C 6.62 -0.45 -3.02
C 1.10 -0.33 -3.90
C 5.22 -3.10 -0.10
C 4.67 -0.45 0.57
C -6.34 0.64 0.55
C -2.24 0.85 -2.37
C -5.03 0.43 0.08
C -3.05 -3.16 4.09
C -2.86 3.33 -0.78
C -2.41 -0.56 -2.40
C 6.24 -2.30 0.39
C -2.84 -1.15 -3.60
C -1.48 2.62 3.21
C 1.27 0.60 1.51
B -4.24 0.33 3.60
H -3.09 1.56 -5.61
H -6.94 0.75 2.71
H 5.35 1.49 1.06
H -1.09 -3.33 -2.61
H -2.96 -2.23 -3.64
H -2.62 3.98 0.08
H -0.76 -3.86 -0.96
H -3.90 2.99 -0.65
H 3.07 0.43 -1.58
H -7.24 0.76 -0.03
H 4.26 0.87 3.02
H 7.24 -2.68 0.50
H -4.58 -1.99 5.25
H -4.66 0.37 -0.93
H -4.54 -2.29 -0.63
H -3.81 -3.37 -1.83
H -1.88 4.30 4.62
H 0.77 2.03 -1.59
H 3.16 -3.21 -0.70
H 7.06 -1.27 -3.57
H -3.52 -3.62 -0.10
H -1.58 -3.16 2.38
H -0.58 2.86 2.66
H -0.23 3.19 -2.48
H -2.36 2.65 -3.54
H -2.82 3.95 -1.68
H 2.67 -0.93 -0.10
H -3.40 -0.91 -5.66
H 0.20 -2.56 -1.67
H -4.05 2.71 5.21
H 1.25 1.18 0.59
H 2.71 -0.59 4.13
H -3.05 -4.15 4.51
H 0.08 -0.15 -3.58
H -5.06 0.42 4.47
H 0.08 -1.34 3.71
H 0.24 3.53 -0.81
H 3.29 2.12 -2.02
H 4.50 -0.95 -2.92
H 3.44 2.27 2.31
*
```

Values from the calculation:
orbital gap = 0.1658 Ha
HOMO = -0.802 eV
LUMO energy = 3.708 eV